(1)
ORCA calculation (ωB97M-V/def2-TZVPD) on one molecule with the formula C6H7BrN2O at a distorted geometry.

Results
HOMO-LUMO gap = 6.99 eV
Maximum force = 2.86 eV/Å
Relative energy (zero: lowest compared OMol25 entry of this formula, charge and spin) = 558.2 kJ/mol
Net charge = 0

Positions of all 17 atoms, in Å:
C (-0.06507, -2.16374, 1.77251)
C (-0.96826, -1.82418, 2.73541)
C (0.59053, -0.33639, 0.33744)
C (-1.19210, 0.37084, 2.13874)
C (-0.29989, 1.53078, -1.03599)
C (0.95641, 0.70433, -0.53473)
N (0.46254, -1.41333, 0.79150)
N (-1.66009, -0.64413, 2.80265)
O (-2.57302, -0.63394, 3.69164)
Br (-2.22210, 1.94306, 2.37542)
H (0.21507, -3.14884, 1.62688)
H (-1.38705, -2.62246, 3.37530)
H (-1.17403, 0.89920, -1.17816)
H (-0.04721, 1.94143, -1.99064)
H (-0.66324, 2.29577, -0.27884)
H (1.69102, 1.36768, -0.05478)
H (1.34550, 0.35726, -1.49670)



(2)
ORCA calculation (ωB97M-V/def2-TZVPD) on C22H21N5O2Os as an isolated structure.

Results
HOMO-LUMO gap = 6.20 eV
Maximum force = 0.08 eV/Å
Relative energy (zero: lowest compared OMol25 entry of this formula, charge and spin) = 0.3 kJ/mol
Net charge = 0

Positions of all 51 atoms, in Å:
Os (-0.24006, 0.05452, -0.46724)
O (3.14653, 2.42347, -0.73906)
C (2.04447, 1.90463, -0.66066)
N (1.70428, 0.61239, -0.50852)
C (2.60765, -0.47487, -0.55618)
C (3.97877, -0.39950, -0.35704)
C (4.73896, -1.56131, -0.42363)
C (4.14045, -2.78114, -0.69073)
C (2.76859, -2.86782, -0.89870)
C (1.99868, -1.71658, -0.82878)
N (0.59266, -1.64721, -1.01457)
C (-0.16349, -2.59020, -1.63985)
O (0.20683, -3.63860, -2.13294)
C (-1.63724, -2.22379, -1.65291)
C (-2.56801, -3.11270, -2.15545)
C (-3.91061, -2.77384, -2.09562)
C (-4.27526, -1.57179, -1.51118)
C (-3.28226, -0.73923, -1.02293)
N (-1.99256, -1.04519, -1.12108)
C (0.80100, 2.76804, -0.78095)
C (0.89742, 4.13983, -0.90118)
C (-0.26456, 4.88166, -1.02950)
C (-1.48747, 4.22667, -1.04831)
C (-1.50783, 2.85037, -0.93871)
N (-0.38674, 2.13640, -0.79859)
H (4.43478, 0.55787, -0.15922)
H (5.80803, -1.50525, -0.26448)
H (4.74118, -3.67998, -0.74111)
H (2.29784, -3.81187, -1.12263)
H (-2.21470, -4.04661, -2.56839)
H (-4.66420, -3.44562, -2.48473)
H (-5.31274, -1.28154, -1.42260)
H (-3.50958, 0.19000, -0.51739)
H (1.88420, 4.58043, -0.88989)
H (-0.22071, 5.95909, -1.11815)
H (-2.41634, 4.76908, -1.14946)
H (-2.42926, 2.28632, -0.95285)
C (-1.50112, 1.14031, 3.06378)
C (-0.55197, 0.12732, 2.41456)
C (0.87770, 0.66554, 2.46083)
C (-0.61948, -1.20660, 3.16459)
N (-1.12025, -0.12953, 1.09076)
H (-1.20995, 1.32097, 4.10050)
H (-2.52569, 0.76779, 3.04531)
H (-1.46809, 2.09186, 2.52724)
H (1.17069, 0.81332, 3.50252)
H (0.95983, 1.62596, 1.94924)
H (1.58322, -0.02937, 2.00505)
H (-0.31263, -1.07685, 4.20460)
H (0.04436, -1.93493, 2.69496)
H (-1.63531, -1.60190, 3.14126)



(3)
ORCA calculation (ωB97M-V/def2-TZVPD) on C38H30CoN4P as an isolated structure.

Results
HOMO-LUMO gap (alpha / beta) = 6.59 / 7.25 eV
Maximum force = 0.43 eV/Å
Spin multiplicity = 2
Relative energy (zero: lowest compared OMol25 entry of this formula, charge and spin) = 46.5 kJ/mol
Net charge = -1

Positions of all 74 atoms, in Å:
Co (-0.34190, -1.02491, -0.86173)
C (-0.90143, -4.78601, -2.70568)
C (0.27546, -4.95196, -3.43710)
C (1.23368, -3.96180, -3.40080)
C (1.02895, -2.80399, -2.63677)
C (-0.14061, -2.61773, -1.89006)
C (-1.09858, -3.64153, -1.95373)
C (2.03752, -1.74879, -2.54003)
C (3.22673, -1.77934, -3.32613)
C (4.15452, -0.80296, -3.20903)
C (3.94971, 0.23854, -2.27451)
C (4.88446, 1.27886, -2.07005)
C (4.65415, 2.25167, -1.13996)
C (3.47113, 2.21006, -0.37190)
C (2.55415, 1.21747, -0.55940)
C (2.75425, 0.20243, -1.52195)
N (1.79908, -0.76711, -1.68806)
H (-1.66500, -5.55580, -2.72849)
H (0.43706, -5.84685, -4.02562)
H (2.14748, -4.10653, -3.96557)
H (-2.02376, -3.53102, -1.40022)
H (3.37653, -2.58108, -4.03327)
H (5.05426, -0.80696, -3.81451)
H (5.79087, 1.28662, -2.66532)
H (5.37597, 3.04401, -0.98850)
H (3.28282, 2.96844, 0.37825)
H (1.65969, 1.18096, 0.03993)
C (-1.72748, -0.79174, 3.74997)
C (-2.71589, -0.14399, 2.81221)
C (-4.06051, -0.13877, 3.19021)
C (-5.04990, 0.42237, 2.40089)
C (-4.70526, 1.02268, 1.20121)
C (-3.37953, 1.03548, 0.81428)
C (-2.37267, 0.45421, 1.59351)
P (-0.72387, 0.54291, 0.78065)
C (-0.60930, 2.38462, 0.66874)
C (-0.76535, 3.15018, 1.82459)
C (-0.65342, 4.53020, 1.80430)
C (-0.40522, 5.16960, 0.59857)
C (-0.31153, 4.42510, -0.56550)
C (-0.42460, 3.03511, -0.56064)
C (-0.38555, 2.30055, -1.87662)
C (0.59602, 0.04797, 1.94084)
C (1.35165, 0.85262, 2.78533)
C (2.49192, 0.35533, 3.40187)
C (2.87774, -0.95614, 3.15489)
C (2.11578, -1.76883, 2.33035)
C (0.94806, -1.29687, 1.71987)
C (0.10209, -2.12195, 0.82889)
H (-2.26145, -1.27133, 4.57122)
H (-1.04353, -0.05722, 4.17766)
H (-1.11942, -1.54825, 3.25465)
H (-4.33512, -0.61198, 4.12652)
H (-6.08709, 0.36534, 2.70557)
H (-5.46506, 1.44413, 0.55721)
H (-3.11384, 1.48838, -0.13458)
H (-1.00840, 2.64934, 2.75476)
H (-0.77278, 5.10202, 2.71611)
H (-0.31314, 6.24824, 0.56020)
H (-0.16408, 4.93176, -1.51263)
H (-0.49685, 3.00625, -2.70074)
H (-1.17929, 1.55773, -1.94806)
H (0.56030, 1.77263, -2.01109)
H (1.09211, 1.89287, 2.92816)
H (3.08938, 0.99406, 4.04062)
H (3.77928, -1.34758, 3.61277)
H (2.42213, -2.79319, 2.15054)
H (-0.88892, -2.30301, 1.26623)
H (0.56180, -3.09043, 0.62856)
N (-2.26372, -0.77641, -1.57022)
C (-3.39431, -0.94787, -1.79279)
N (-4.61525, -1.11497, -2.19313)
C (-5.60664, -1.25675, -1.33046)
N (-6.54646, -1.40908, -0.66532)



(4)
ORCA calculation (ωB97M-V/def2-TZVPD) on a 3-piece molecular cluster, C10H28BrN2O2 overall at a distorted geometry.

Results
HOMO-LUMO gap = 8.44 eV
Maximum force = 1.01 eV/Å
Relative energy (zero: lowest compared OMol25 entry of this formula, charge and spin) = 5.0 kJ/mol
Net charge = +1

Positions of all 43 atoms, in Å:
C (-9.11094, -0.23899, -7.18996)
N (-8.28647, -0.87463, -8.24151)
C (-9.16576, -1.24183, -9.37609)
C (-7.31692, 0.15687, -8.73723)
C (-7.65816, -2.16351, -7.71272)
C (-6.55076, -2.00387, -6.71123)
O (-5.37506, -1.60139, -7.38229)
H (-9.59615, 0.63967, -7.59769)
H (-8.49472, -0.01444, -6.32956)
H (-9.88835, -0.94189, -6.87753)
H (-9.92117, -1.94141, -9.02450)
H (-8.56134, -1.65650, -10.17328)
H (-9.68169, -0.34460, -9.71321)
H (-6.73815, 0.54640, -7.90427)
H (-7.91214, 1.00537, -9.08340)
H (-6.72272, -0.26985, -9.53130)
H (-7.27717, -2.72458, -8.56028)
H (-8.51779, -2.66040, -7.26050)
H (-6.38681, -2.95859, -6.19877)
H (-6.83738, -1.28313, -5.93596)
H (-4.97330, -0.88349, -6.83685)
C (-0.73601, 1.23635, -3.24740)
N (-0.66363, 1.87724, -4.59269)
C (-1.25580, 0.92516, -5.58077)
C (-1.46801, 3.10891, -4.65588)
C (0.77162, 2.07782, -5.03370)
C (1.52418, 3.19500, -4.36995)
O (1.65897, 3.01431, -2.96678)
H (-0.18810, 0.30170, -3.25505)
H (-1.78017, 1.10002, -2.97698)
H (-0.29015, 1.89910, -2.50897)
H (-2.24382, 0.66937, -5.21128)
H (-0.64370, 0.02783, -5.64101)
H (-1.29295, 1.40937, -6.54936)
H (-0.98204, 3.89088, -4.08305)
H (-2.42825, 2.90216, -4.18752)
H (-1.60502, 3.40161, -5.68949)
H (0.71199, 2.24427, -6.10908)
H (1.22959, 1.10014, -4.88948)
H (1.00365, 4.14218, -4.50102)
H (2.50617, 3.33242, -4.82571)
H (2.47881, 2.54784, -2.77510)
Br (-5.00169, 1.02644, -5.72050)



relative energy (zero: lowest compared OMol25 entry of this formula, charge and spin) of number 2 (C22H21N5O2Os)? 0.3 kJ/mol



What is the maximum force in the third record? 0.43 eV/Å